3 unconnected molecules or ions with the total composition C36H81Cl2FN4O8P2 at a distorted geometry, computed with ωB97M-V/def2-TZVPD.

Each line ends with the Löwdin charge.
Atoms and positions in Å:
C1 -12.2040 -1.5469 -3.8890  -0.10
C2 -11.4180 -0.4084 -4.5852  -0.26
C3 -9.9106 -0.6879 -4.6389  -0.21
C4 -9.0770 0.6194 -4.7086  -0.20
C5 -8.1517 0.7008 -5.9425  -0.20
C6 -6.6880 0.5867 -5.5046  -0.22
C7 -6.2339 1.8515 -4.7564  -0.21
C8 -5.1538 1.6118 -3.6948  -0.20
C9 -4.0839 0.6178 -4.1683  -0.22
C10 -2.7158 0.9054 -3.5400  -0.20
C11 -2.6599 0.3876 -2.0826  -0.18
C12 -1.7860 1.3286 -1.2637  -0.17
C13 -1.6701 0.9753 0.2213  -0.37
O1 -2.8751 0.2672 0.5851  -0.16
C14 -3.5439 0.7473 1.7320  -0.48
C15 -4.1868 2.1286 1.5017  -0.14
C16 -5.5414 2.2563 2.1874  -0.22
O2 -5.4789 2.1404 3.5967  -0.17
C17 -6.4591 1.2594 4.1288  -0.30
C18 -6.4564 1.4257 5.6361  -0.07
P1 -2.4304 0.5989 3.2533  0.63
O3 -2.5005 2.0562 4.0023  -0.33
Cl1 -3.4759 -0.6693 4.5213  0.26
C19 -0.4528 0.0461 0.5411  -0.39
N1 -0.0474 -0.6538 -0.6819  -0.12
F1 1.1390 -0.0808 -1.2075  -0.11
C20 0.2334 -2.0733 -0.5181  -0.16
C21 1.1349 -2.4489 0.6542  -0.21
C22 1.8617 -3.7677 0.4447  -0.20
C23 2.8523 -4.0738 1.5568  -0.22
C24 2.3071 -3.8803 2.9573  -0.28
N2 3.2938 -4.4278 3.9191  0.00
P2 1.0526 1.0403 1.1517  0.64
O4 0.7760 1.3633 2.7526  -0.39
Cl2 0.8203 2.8839 0.2024  0.29
H1 -12.9646 -1.1084 -3.2505  0.06
H2 -11.5388 -2.1685 -3.3065  0.06
H3 -12.7281 -2.1347 -4.6345  0.06
H4 -11.5624 0.5080 -4.0241  0.09
H5 -11.8139 -0.2806 -5.5839  0.10
H6 -9.7075 -1.2748 -5.5306  0.10
H7 -9.6241 -1.2526 -3.7594  0.10
H8 -8.5148 0.7118 -3.7872  0.10
H9 -9.7817 1.4420 -4.7747  0.10
H10 -8.2795 1.6707 -6.4170  0.11
H11 -8.3814 -0.1005 -6.6359  0.10
H12 -6.0336 0.4850 -6.3633  0.10
H13 -6.5921 -0.2877 -4.8643  0.11
H14 -5.8311 2.5317 -5.5042  0.11
H15 -7.1004 2.3374 -4.3147  0.10
H16 -4.6909 2.5677 -3.4734  0.11
H17 -5.6001 1.1973 -2.7955  0.10
H18 -4.3815 -0.3977 -3.9293  0.11
H19 -3.9461 0.6901 -5.2427  0.10
H20 -2.5533 1.9802 -3.5156  0.10
H21 -1.9521 0.4355 -4.1534  0.11
H22 -2.2188 -0.6022 -2.0964  0.11
H23 -3.6757 0.3863 -1.7166  0.10
H24 -2.2850 2.2973 -1.3158  0.12
H25 -0.8253 1.4581 -1.7465  0.09
H26 -1.5909 1.8997 0.7909  0.09
H27 -4.3710 0.0627 1.9049  0.10
H28 -4.3639 2.2344 0.4358  0.12
H29 -3.5312 2.9391 1.8107  0.11
H30 -5.9356 3.2469 1.9497  0.13
H31 -6.2065 1.5009 1.7733  0.12
H32 -6.2390 0.2259 3.8582  0.09
H33 -7.4407 1.4922 3.7131  0.11
H34 -7.4482 1.3030 6.0527  0.07
H35 -6.0988 2.4289 5.8320  0.08
H36 -5.7562 0.7460 6.1002  0.05
H37 -1.8384 2.6113 3.5536  0.06
H38 -0.7996 -0.6221 1.3169  0.09
H39 -0.7173 -2.5971 -0.5317  0.13
H40 0.7528 -2.3716 -1.4247  0.12
H41 1.8248 -1.6490 0.9123  0.09
H42 0.5022 -2.5842 1.5307  0.10
H43 1.0992 -4.5474 0.4656  0.12
H44 2.3194 -3.8085 -0.5398  0.11
H45 3.7338 -3.4399 1.4578  0.10
H46 3.1682 -5.1117 1.4973  0.11
H47 2.1549 -2.8299 3.1982  0.10
H48 1.3758 -4.4219 3.1068  0.11
H49 3.4436 -3.7969 4.6941  0.06
H50 4.1836 -4.5700 3.4584  0.04
H51 0.7428 0.4948 3.1959  0.04
C25 6.6008 -4.7511 1.6787  -0.11
O5 6.2663 -3.3936 1.4711  -0.21
C26 7.2846 -2.4629 1.8369  -0.20
C27 7.9424 -1.8478 0.6180  -0.21
N3 8.7724 -2.8115 -0.0975  -0.05
C28 9.1832 -2.3946 -1.4370  -0.20
C29 8.1146 -2.0331 -2.4674  -0.23
O6 7.3481 -3.1221 -2.9465  -0.18
C30 6.3044 -3.5515 -2.0938  -0.10
H52 5.6800 -5.3305 1.6078  0.08
H53 7.2931 -5.1261 0.9173  0.08
H54 7.0375 -4.9084 2.6691  0.09
H55 8.0205 -2.9193 2.5059  0.12
H56 6.7844 -1.6622 2.3856  0.11
H57 8.5720 -1.0113 0.9369  0.13
H58 7.1426 -1.4440 -0.0141  0.10
H59 8.2696 -3.6848 -0.1740  0.06
H60 9.7731 -3.2143 -1.8543  0.12
H61 9.8608 -1.5402 -1.3350  0.12
H62 8.6408 -1.6464 -3.3437  0.12
H63 7.4567 -1.2239 -2.1273  0.11
H64 5.8326 -2.7160 -1.5700  0.09
H65 6.6611 -4.2901 -1.3711  0.07
H66 5.5522 -4.0406 -2.7135  0.09
C31 7.0245 4.6771 4.3967  -0.12
O7 5.6709 4.6691 3.9891  -0.19
C32 5.4105 5.3611 2.7732  -0.21
C33 5.1145 4.4093 1.6318  -0.21
N4 6.3047 3.6759 1.2136  -0.05
C34 6.0473 2.5312 0.3412  -0.19
C35 5.1167 1.4216 0.8236  -0.22
O8 5.6248 0.6154 1.8735  -0.20
C36 5.5432 1.1907 3.1642  -0.09
H67 7.0557 4.3507 5.4354  0.09
H68 7.6360 3.9851 3.8072  0.07
H69 7.4551 5.6802 4.3329  0.09
H70 6.2282 6.0432 2.5225  0.12
H71 4.5155 5.9647 2.9470  0.12
H72 4.7410 4.9857 0.7797  0.12
H73 4.3100 3.7411 1.9631  0.10
H74 6.7955 3.3502 2.0348  0.06
H75 7.0175 2.0739 0.1282  0.12
H76 5.6617 2.9092 -0.6114  0.12
H77 4.9755 0.7388 -0.0186  0.12
H78 4.1182 1.7850 1.0854  0.08
H79 4.6370 1.7878 3.2912  0.09
H80 6.4254 1.7976 3.3841  0.07
H81 5.5257 0.3752 3.8890  0.09

Force components x, y, z for each atom (eV/Å):
C -0.1 0.8 -0.6
C 0.2 -0.8 0.8
C -0.1 0.8 -0.3
C -0.5 -0.6 -0.9
C 0.6 0.1 0.9
C -0.3 0.5 0.1
C 0.1 -0.4 0.0
C -0.2 -0.5 -0.7
C 0.7 0.8 0.0
C -0.6 -0.6 0.5
C 0.7 0.6 -1.0
C -0.7 0.2 0.3
C -0.1 -0.9 -0.2
O 0.5 0.1 0.4
C -0.9 0.4 0.4
C 0.1 -0.3 0.6
C 0.3 0.4 0.0
O 0.2 -0.4 -0.3
C -0.1 0.1 0.2
C 0.2 0.2 -0.4
P 0.9 -0.4 -0.3
O -0.2 -0.1 -0.3
Cl -0.2 0.6 -0.2
C -0.1 2.1 -0.9
N -1.0 -1.0 0.2
F 0.3 0.3 0.1
C 1.0 0.2 -0.3
C -0.6 -0.3 0.4
C -0.5 -0.2 0.3
C -0.1 0.4 -0.1
C 0.8 -0.3 0.7
N -0.2 -0.1 -0.1
P 1.5 -0.8 -0.1
O -0.7 0.1 -0.4
Cl -0.3 -0.3 0.6
H -0.1 -0.1 0.2
H 0.0 -0.2 0.2
H 0.0 -0.4 0.0
H -0.1 0.3 0.0
H 0.0 0.3 -0.3
H 0.2 -0.4 0.1
H 0.1 -0.3 0.1
H 0.2 0.2 0.2
H -0.1 0.2 0.3
H -0.1 0.0 -0.4
H -0.2 0.0 -0.3
H 0.1 -0.4 -0.2
H 0.1 -0.2 0.0
H 0.0 0.2 -0.1
H -0.1 0.2 0.1
H 0.1 0.2 0.3
H -0.2 0.2 0.3
H -0.1 -0.3 -0.1
H -0.2 0.0 -0.3
H 0.1 0.2 -0.3
H 0.3 0.1 0.0
H -0.3 -0.3 0.2
H -0.1 -0.3 0.4
H 0.0 0.3 0.0
H 0.3 -0.1 0.1
H -0.1 0.0 0.2
H 0.0 -0.3 -0.1
H 0.0 0.0 -0.3
H 0.0 0.2 0.1
H -0.2 0.0 -0.1
H -0.2 -0.1 -0.1
H 0.1 -0.1 -0.2
H -0.1 0.2 -0.1
H -0.1 -0.1 0.2
H -0.1 0.3 0.2
H 0.1 -0.2 0.2
H 0.0 -0.1 0.4
H 0.3 -0.4 0.2
H -0.2 0.0 0.2
H -0.1 0.0 -0.3
H 0.3 0.2 -0.3
H -0.1 0.1 0.3
H -0.1 -0.2 -0.2
H 0.3 0.0 -0.1
H 0.2 0.0 -0.1
H 0.2 -0.2 -0.2
H -0.3 0.2 -0.2
H -0.3 0.0 -0.1
H 0.0 -0.1 0.0
H 0.0 0.1 0.1
H -0.1 0.4 0.1
C -0.1 0.1 -0.1
O 0.2 -0.2 0.1
C -0.2 0.4 0.0
C 0.1 -0.2 -0.1
N -0.2 0.0 -0.1
C 0.1 -0.2 0.1
C 0.1 0.1 -0.2
O 0.0 0.0 0.1
C 0.0 -0.1 -0.2
H 0.0 0.0 0.0
H 0.1 -0.1 0.1
H 0.0 0.0 0.0
H 0.0 -0.1 -0.1
H 0.0 0.0 0.0
H 0.0 0.0 0.0
H -0.1 0.1 0.1
H 0.0 0.0 0.0
H 0.0 0.0 0.0
H 0.0 0.1 0.0
H 0.0 0.0 0.0
H -0.1 -0.1 0.1
H 0.0 0.0 0.1
H -0.1 0.1 0.1
H 0.0 0.0 0.0
C -0.1 -0.1 0.1
O 0.2 0.0 0.0
C -0.3 0.0 0.0
C 0.2 -0.1 0.0
N -0.1 -0.1 0.1
C 0.2 0.1 0.1
C -0.1 -0.2 -0.2
O 0.0 0.1 0.1
C 0.1 -0.2 0.0
H 0.0 0.0 0.0
H 0.1 0.1 0.0
H 0.0 0.0 0.0
H 0.1 -0.1 0.0
H 0.0 0.0 0.0
H 0.0 0.0 0.0
H -0.1 0.1 0.0
H 0.0 0.0 0.0
H 0.0 0.0 -0.1
H -0.1 0.0 0.0
H 0.0 0.0 0.0
H 0.0 0.1 0.1
H 0.0 0.1 0.0
H -0.1 0.1 0.1
H 0.0 0.0 0.0

As for the multiplicity: 1. For the highest occupied orbital energy, the calculation gives -8.4 eV. The calculation puts the frontier orbital gap at 8.78 eV. As for the total energy: -107322.0633 eV. As for the SMILES: CCCCCCCCCCCC[C@@H](O[C@H](CCOCC)P(O)Cl)[C@@H](N(F)CCCCCN)P(O)Cl.COCCNCCOC.COCCNCCOC. The energy above the lowest of the compared OMol25 structures with the same formula, charge and spin comes out at 98.8 kJ/mol.

A molecular structure, C14H20N5O2PbS, computed with ωB97M-V/def2-TZVPD.

Each line ends with the Löwdin charge.
Atoms and positions in Å:
Pb1 1.2068 -0.1425 -0.0793  1.24
C1 -1.4418 -3.5706 -2.0764  0.04
C2 -0.9521 -2.4096 -1.2825  -0.23
N1 -0.0362 -1.5780 -1.6173  -0.15
O1 0.5984 -1.6474 -2.8303  -0.02
C3 -1.5796 -2.1259 0.0395  -0.22
C4 -2.4876 -3.0627 0.7637  0.04
N2 -1.3059 -0.9679 0.5458  -0.12
O2 -1.7801 -0.4603 1.5750  0.06
H1 -0.9643 -3.6969 -3.0452  0.09
H2 -2.5164 -3.4754 -2.2461  0.13
H3 -1.2792 -4.4895 -1.5094  0.12
H4 0.3076 -2.4363 -3.3199  0.11
H5 -2.6638 -3.9775 0.2078  0.09
H6 -3.4427 -2.5604 0.9436  0.12
H7 -2.0684 -3.3238 1.7371  0.12
N3 0.0118 1.8451 2.2802  0.17
C5 -0.5395 3.0598 2.0471  -0.25
C6 0.2304 4.2447 2.2706  0.03
C7 -0.3507 5.4625 2.0930  0.01
C8 -1.6968 5.5435 1.6665  0.07
C9 -2.4529 4.3761 1.4071  0.01
C10 -1.8905 3.1499 1.5860  0.03
H8 0.8584 1.8487 2.8398  0.14
H9 -0.6277 1.0940 2.5283  0.10
H10 1.2531 4.1563 2.6175  0.14
H11 0.2018 6.3707 2.2920  0.14
H12 -2.1584 6.5150 1.5426  0.14
H13 -3.4798 4.4695 1.0807  0.14
H14 -2.4555 2.2408 1.4189  0.12
C11 3.4809 3.7188 -2.2971  0.02
N4 2.9326 2.6590 -3.1491  -0.10
C12 3.4234 2.3203 -4.3929  0.02
C13 2.6603 1.3102 -4.8690  0.00
N5 1.7160 1.0529 -3.9042  0.10
C14 1.8860 1.8755 -2.8600  -0.71
S1 0.8611 2.0316 -1.4544  0.51
H15 4.1886 4.2930 -2.8867  0.11
H16 3.9929 3.2821 -1.4429  0.11
H17 2.6790 4.3722 -1.9653  0.09
H18 4.2637 2.8330 -4.8283  0.15
H19 2.7054 0.7672 -5.7966  0.15
H20 0.9684 0.3774 -3.9649  0.15

Force components x, y, z for each atom (eV/Å):
Pb 0.0 -0.1 -0.1
C -0.1 0.0 0.0
C 0.0 0.1 0.1
N 0.2 -0.1 -0.1
O 0.0 0.0 0.0
C -0.1 0.0 0.0
C 0.0 0.0 0.0
N 0.1 0.0 0.0
O 0.0 0.0 0.0
H 0.0 0.0 0.0
H 0.0 0.0 0.0
H 0.0 0.0 0.0
H 0.0 0.0 0.0
H 0.0 0.0 0.0
H 0.0 0.0 0.0
H 0.0 0.0 0.0
N 0.0 0.2 0.4
C 0.0 0.1 -0.1
C 0.0 -0.1 0.0
C 0.0 0.0 0.0
C 0.0 0.0 0.0
C 0.0 0.0 0.0
C 0.0 0.0 0.1
H 0.0 0.0 0.0
H 0.0 0.0 -0.2
H 0.0 0.0 0.0
H 0.0 0.0 0.0
H 0.0 0.0 0.0
H 0.0 0.0 0.0
H 0.0 0.0 0.0
C 0.0 0.0 0.0
N 0.0 0.0 0.0
C 0.0 0.0 0.0
C 0.0 0.0 0.0
N -0.1 0.0 0.0
C 0.0 0.1 0.1
S 0.0 0.0 -0.1
H 0.0 0.0 0.0
H 0.0 0.0 0.0
H 0.0 0.0 0.0
H 0.0 0.0 0.0
H 0.0 0.0 0.0
H 0.0 0.0 0.0

As for the multiplicity: 1. For the highest occupied orbital energy (spin up / spin down), the calculation gives -17.5 / -17.5 eV. The calculation puts the frontier orbital gap (spin up / spin down) at 5.72 / 6.09 eV. As for the total energy: -42440.9199 eV. The energy above the lowest of the compared OMol25 structures with the same formula, charge and spin comes out at 0.0 kJ/mol. The total charge is +3.